(1)
{
  "formula": "C28H58O28",
  "method": "ωB97M-V/def2-TZVPD",
  "orbital_gap_ev": 10.79,
  "smiles": "COC(=O)OC.COC(=O)OC.COC(=O)OC.COC(=O)OC.COC(=O)OC.COC(=O)OC.COC(=O)OC.COC(=O)OC.COC(=O)OC.CO",
  "e_above_lowest_kcal_mol": 38.10,
  "spin_multiplicity": 1,
  "largest_force_ev_per_a": 4.0,
  "charge": 0,
  "homo_energy_ev": -10.3,
  "symbols": ["C", "O", "H", "H", "H", "H", "C", "O", "C", "O", "O", "C", "H", "H", "H", "H", "H", "H", "C", "O", "C", "O", "O", "C", "H", "H", "H", "H", "H", "H", "C", "O", "C", "O", "O", "C", "H", "H", "H", "H", "H", "H", "C", "O", "C", "O", "O", "C", "H", "H", "H", "H", "H", "H", "C", "O", "C", "O", "O", "C", "H", "H", "H", "H", "H", "H", "C", "O", "C", "O", "O", "C", "H", "H", "H", "H", "H", "H", "C", "O", "C", "O", "O", "C", "H", "H", "H", "H", "H", "H", "C", "O", "C", "O", "O", "C", "H", "H", "H", "H", "H", "H", "C", "O", "C", "O", "O", "C", "H", "H", "H", "H", "H", "H"],
  "coordinates": [[0.19820, -1.39241, -0.99006], [-0.51506, -1.56476, 0.28462], [0.00848, -2.29190, -1.59766], [-0.08632, -0.51621, -1.49631], [1.25714, -1.39916, -0.60877], [-1.41719, -1.35068, 0.10660], [-3.07323, 0.15876, -3.09806], [-4.02804, 0.64097, -2.11246], [-3.92555, 0.12654, -0.85950], [-3.25552, -0.87066, -0.57333], [-4.75630, 0.74431, 0.02256], [-4.64086, 0.33036, 1.33719], [-2.73701, -0.88442, -3.04658], [-2.13034, 0.71574, -2.85269], [-3.46174, 0.39619, -4.11082], [-5.61541, 0.09182, 1.80899], [-4.21840, 1.12554, 1.93477], [-4.01330, -0.57658, 1.40039], [3.40700, 3.69346, -2.07850], [3.02474, 2.76691, -3.03093], [3.75401, 1.60817, -2.98180], [4.75325, 1.42168, -2.36462], [3.14019, 0.64468, -3.60173], [3.66065, -0.61522, -3.40686], [3.27242, 3.25074, -1.08605], [2.72862, 4.53167, -2.20345], [4.48928, 3.99632, -2.13992], [2.87885, -1.29488, -3.84865], [3.84020, -0.85384, -2.40166], [4.54375, -0.82006, -4.00820], [6.75708, 2.39139, 0.41717], [5.37777, 2.34298, 0.86353], [5.11610, 2.97704, 2.04010], [6.00713, 3.47332, 2.73154], [3.85908, 2.96213, 2.38844], [2.82488, 2.24207, 1.77190], [7.42060, 1.83031, 1.08575], [6.93880, 3.46397, 0.44266], [6.68188, 2.04776, -0.63826], [3.12350, 1.84610, 0.84092], [2.08466, 3.00258, 1.60123], [2.45164, 1.33472, 2.44943], [-1.36290, -2.55425, -4.85847], [-1.57246, -1.12504, -5.19730], [-0.58922, -0.44118, -5.77099], [0.42371, -0.97882, -6.10096], [-0.90180, 0.88134, -5.99044], [0.23732, 1.54468, -6.65198], [-2.40399, -2.93739, -5.07680], [-1.07318, -2.66199, -3.75836], [-0.58785, -2.97793, -5.46990], [0.92541, 1.91837, -5.94641], [-0.14470, 2.34910, -7.28496], [0.84182, 0.88293, -7.32386], [-0.50774, -1.26558, 3.45496], [-1.92297, -1.13447, 3.61066], [-2.66923, -2.26391, 3.62370], [-2.23508, -3.35623, 3.42155], [-3.91532, -1.82802, 3.83904], [-4.91441, -2.90700, 3.84639], [-0.09547, -0.24803, 3.51363], [-0.25337, -1.77194, 2.51898], [0.00834, -1.85191, 4.26512], [-4.87189, -3.56756, 4.69245], [-4.84881, -3.47216, 2.93030], [-5.89748, -2.41598, 3.82736], [1.85823, 3.06789, 4.72746], [0.61082, 3.14881, 4.01843], [-0.38810, 2.50337, 4.59440], [-0.38178, 2.13560, 5.69953], [-1.37225, 2.29690, 3.73183], [-2.62829, 1.82614, 4.29975], [2.57801, 3.42773, 3.98936], [2.07125, 1.97586, 5.06449], [1.75195, 3.63080, 5.65345], [-3.25716, 2.71780, 4.43622], [-2.54227, 1.28043, 5.20477], [-3.11185, 1.21357, 3.53088], [-0.52573, 3.44173, -3.47979], [-1.25138, 2.77263, -2.43249], [-0.49515, 2.55401, -1.32702], [0.57913, 3.01238, -1.04717], [-1.17993, 1.73187, -0.50701], [-0.65039, 1.49031, 0.84781], [-0.35274, 4.54309, -3.40968], [-1.26783, 3.40000, -4.37334], [0.37576, 2.89177, -3.78704], [-1.43075, 0.90756, 1.31939], [-0.54013, 2.43275, 1.30482], [0.26507, 0.95550, 0.89334], [-2.85896, -4.56864, 0.36283], [-3.71346, -4.06193, -0.72862], [-3.13227, -3.88010, -1.90635], [-1.95068, -4.07947, -2.13973], [-4.00669, -3.46956, -2.80880], [-5.35232, -3.19301, -2.47350], [-2.61516, -5.59908, 0.18523], [-3.29515, -4.38107, 1.36040], [-1.98922, -3.85362, 0.38117], [-5.81516, -2.57509, -3.26425], [-5.38957, -2.70243, -1.45056], [-5.82993, -4.18967, -2.53496], [4.37947, 0.04427, 3.75630], [3.21761, -0.84995, 3.60832], [3.29909, -1.84161, 2.70620], [4.05448, -1.87739, 1.80425], [2.34432, -2.69325, 2.98835], [2.15364, -3.74396, 1.95176], [5.19345, -0.62956, 3.88085], [4.18845, 0.76676, 4.61047], [4.61754, 0.60677, 2.84665], [3.14058, -4.23612, 1.76220], [1.61184, -3.41277, 1.08966], [1.63923, -4.48253, 2.55513]],
  "forces_ev_per_a": [[0.9, -2.4, 2.6], [1.2, 0.1, -0.9], [0.2, 0.4, 0.0], [-0.2, 1.3, -0.6], [-0.8, 0.3, -1.1], [-1.3, 0.2, -0.2], [1.6, 0.7, 0.2], [-0.3, -0.8, 1.7], [0.2, -1.4, -0.7], [-0.6, 1.6, -0.5], [0.5, 0.2, -2.7], [0.0, -1.4, 2.0], [-1.1, 0.0, 0.4], [-0.9, -0.2, -0.8], [0.2, -0.1, 1.0], [0.2, 0.2, -0.7], [0.3, 0.2, 0.0], [-0.3, 0.6, 0.1], [1.2, 1.1, 1.5], [0.6, -2.3, -1.5], [-0.9, 1.1, 0.7], [1.4, 0.7, 0.8], [-1.7, 1.2, -1.2], [-0.9, -2.7, -2.4], [-0.1, 0.3, 0.0], [0.2, 0.1, 0.1], [-1.0, -0.2, -0.3], [0.7, 0.5, 0.7], [0.2, -0.1, 1.4], [0.3, 0.4, 0.1], [-1.1, 0.7, -0.5], [-0.8, -0.1, 1.0], [3.3, -0.2, -0.1], [-2.0, -0.6, -1.1], [0.3, 0.5, 1.1], [-1.2, -1.6, 1.1], [-0.2, 0.1, -0.4], [0.9, -0.1, -0.1], [0.4, 0.0, 0.9], [0.4, -0.5, -1.1], [-0.9, -0.2, 0.0], [0.7, 2.2, -1.3], [-1.2, 0.9, 0.9], [-0.4, 0.6, 0.4], [-0.6, -0.4, -0.1], [1.3, 0.1, -0.3], [1.3, -1.2, -0.3], [-0.5, -0.7, -1.6], [1.5, -0.1, 0.5], [-0.7, 0.3, -1.6], [0.1, -0.1, -0.4], [0.6, 0.5, 1.1], [-0.3, -0.1, 0.4], [-1.0, 0.2, 0.7], [1.2, -0.7, 0.6], [-0.1, -0.3, 0.3], [1.2, 2.2, -0.3], [-0.6, -0.8, 0.1], [-1.0, -1.8, 0.3], [-0.5, 1.2, -0.7], [-0.3, -0.3, -0.3], [-0.2, 0.4, 0.1], [-0.9, 0.5, -0.5], [0.5, -0.1, 0.5], [0.3, -0.3, -0.2], [0.5, 0.1, 0.2], [-0.1, -1.5, 0.5], [0.2, -0.1, -0.9], [-0.1, 0.6, -2.1], [0.0, -1.2, 3.8], [-0.8, -0.2, -0.3], [-0.5, 1.1, -1.5], [0.0, 0.0, 0.8], [-0.3, 1.7, -0.8], [0.4, 0.3, -0.2], [0.2, -0.2, 0.2], [0.5, -0.4, 0.7], [0.4, 0.1, 0.3], [-1.7, 0.3, -2.9], [1.5, 0.5, 0.7], [-0.7, -0.5, 1.2], [0.1, 0.2, -0.6], [0.2, -0.3, -0.3], [-1.3, 0.3, -1.2], [0.1, -1.0, 0.9], [1.2, -0.2, 1.4], [-0.2, 0.3, 0.5], [0.0, 0.0, 0.1], [0.1, 1.0, 0.7], [0.8, -0.6, -0.5], [0.8, 2.6, -0.2], [-0.2, -0.7, 1.4], [1.2, -0.4, 0.6], [-1.4, 0.3, 0.0], [1.1, 0.7, -1.2], [-0.7, -0.4, 0.9], [0.2, -0.3, 0.0], [-0.6, -0.4, -0.9], [-0.3, -1.3, -0.2], [0.6, -0.1, 0.4], [-0.3, -0.7, -1.4], [-0.4, 0.7, 0.6], [-0.9, 0.1, -0.2], [0.3, 1.2, 0.7], [-0.9, 1.5, 1.4], [1.7, -0.2, -1.8], [-0.8, -1.3, -1.2], [1.6, -0.8, 2.4], [1.0, -0.1, 0.7], [0.2, -1.3, -1.0], [-0.5, -0.2, 0.1], [-0.8, 0.9, -0.4], [-0.1, 0.4, -0.3], [-0.7, -0.1, -0.4]]
}

---

(2)
{
  "formula": "C28H59AlNO23",
  "method": "ωB97M-V/def2-TZVPD",
  "orbital_gap_ev": 6.77,
  "spin_multiplicity": 1,
  "largest_force_ev_per_a": 1.6,
  "charge": -1,
  "homo_energy_ev": -5.1,
  "symbols": ["O", "N", "O", "Al", "H", "H", "H", "C", "C", "O", "C", "O", "O", "C", "H", "H", "H", "H", "H", "H", "H", "H", "C", "C", "O", "C", "O", "O", "C", "H", "H", "H", "H", "H", "H", "H", "H", "C", "C", "O", "C", "O", "O", "C", "H", "H", "H", "H", "H", "H", "H", "H", "C", "C", "O", "C", "O", "O", "C", "H", "H", "H", "H", "H", "H", "H", "H", "C", "C", "O", "C", "O", "O", "C", "H", "H", "H", "H", "H", "H", "H", "H", "C", "C", "O", "C", "O", "O", "C", "H", "H", "H", "H", "H", "H", "H", "H", "C", "C", "O", "C", "O", "O", "C", "H", "H", "H", "H", "H", "H", "H", "H"],
  "coordinates": [[-2.69007, 8.43410, -0.81256], [-1.56666, 8.23965, -0.41397], [-1.30532, 9.01502, 0.64075], [-1.19651, 8.07406, 2.25998], [-1.30823, 6.49147, 2.07882], [0.22642, 8.43777, 2.93742], [-2.35212, 8.64713, 3.22722], [-3.82229, 0.41706, 1.15821], [-3.15657, 1.53432, 1.93626], [-2.41787, 2.40061, 1.07518], [-3.16215, 3.26025, 0.37757], [-4.35604, 3.36475, 0.43369], [-2.34753, 3.96124, -0.39660], [-3.00926, 4.87818, -1.27314], [-3.08425, -0.12286, 0.56198], [-4.30645, -0.28531, 1.83868], [-4.57397, 0.80856, 0.47378], [-2.43429, 1.11561, 2.63520], [-3.88013, 2.10613, 2.51793], [-3.67727, 5.53541, -0.72301], [-3.55637, 4.33033, -2.04185], [-2.24367, 5.48377, -1.74949], [0.98961, 3.10669, -1.30357], [1.37381, 4.17375, -0.29977], [2.61316, 4.80897, -0.65413], [2.53013, 5.68767, -1.64572], [1.54289, 5.99135, -2.24942], [3.75146, 6.18707, -1.85338], [3.81006, 7.10729, -2.93868], [1.80162, 2.38671, -1.43362], [0.09805, 2.57475, -0.97142], [0.78512, 3.54217, -2.28156], [1.54017, 3.72590, 0.67797], [0.58583, 4.91784, -0.18570], [3.07405, 7.90012, -2.82188], [3.65453, 6.58542, -3.88296], [4.80636, 7.54248, -2.93232], [-1.19062, -3.60355, -3.36080], [-1.28205, -2.11242, -3.61499], [-0.66438, -1.35912, -2.56531], [0.66194, -1.32545, -2.60346], [1.36030, -1.84589, -3.43091], [1.08270, -0.62649, -1.55625], [2.50372, -0.58136, -1.42460], [-1.60334, -3.84825, -2.38105], [-1.74544, -4.15349, -4.12137], [-0.15559, -3.94434, -3.37608], [-2.32440, -1.80000, -3.62564], [-0.84687, -1.84078, -4.57713], [2.97467, -0.23264, -2.34197], [2.88346, -1.56682, -1.15356], [2.73423, 0.11805, -0.62628], [3.13920, -1.98473, -6.64478], [3.55376, -0.92624, -5.64476], [4.80450, -0.31915, -6.00550], [4.73639, 0.57352, -6.98617], [3.74534, 0.92732, -7.55941], [5.96844, 1.03068, -7.20895], [6.04863, 1.96404, -8.28408], [3.93434, -2.72217, -6.77012], [2.23855, -2.49415, -6.30167], [2.93895, -1.54770, -7.62273], [3.71305, -1.38442, -4.67126], [2.78434, -0.16395, -5.52519], [5.34678, 2.78396, -8.14678], [5.86010, 1.46174, -9.23243], [7.06095, 2.35913, -8.28607], [3.30738, -4.51014, -3.64714], [3.43267, -5.69467, -2.71179], [3.25164, -6.94013, -3.40176], [4.29620, -7.34792, -4.11334], [5.35935, -6.80145, -4.19486], [3.96347, -8.49420, -4.70616], [4.98137, -9.01684, -5.55760], [2.35862, -4.54613, -4.18386], [3.35291, -3.57562, -3.08928], [4.10447, -4.50734, -4.39053], [2.64512, -5.65865, -1.96087], [4.38810, -5.69343, -2.18641], [5.92732, -9.11120, -5.02832], [5.10193, -8.38020, -6.43335], [4.65253, -10.00209, -5.87698], [-4.89075, 0.47571, 8.95519], [-4.58211, -0.11062, 7.59312], [-5.63660, 0.14537, 6.65766], [-5.66285, 1.38486, 6.17011], [-4.88833, 2.26070, 6.42593], [-6.70335, 1.47804, 5.34397], [-6.89871, 2.78964, 4.80686], [-5.85646, 0.11588, 9.31412], [-4.12156, 0.19165, 9.67380], [-4.93969, 1.56301, 8.91402], [-4.50534, -1.19438, 7.66772], [-3.63406, 0.26014, 7.20294], [-5.99402, 3.16312, 4.33240], [-7.21862, 3.46930, 5.59564], [-7.68365, 2.72182, 4.05894], [-2.79852, -5.87238, 6.84290], [-2.96823, -4.38379, 6.61883], [-2.37246, -3.61869, 7.67446], [-1.04737, -3.51783, 7.62334], [-0.33247, -3.98199, 6.78165], [-0.65341, -2.79930, 8.67216], [0.76346, -2.66172, 8.77789], [-3.18349, -6.15579, 7.82369], [-3.33697, -6.43476, 6.07985], [-1.74858, -6.15975, 6.80564], [-4.02557, -4.12489, 6.62932], [-2.56214, -4.07322, 5.65619], [1.19071, -2.27189, 7.85660], [1.21599, -3.62086, 9.02729], [0.95420, -1.95816, 9.58343]],
  "forces_ev_per_a": [[0.7, -0.5, -0.5], [-1.2, 0.9, 0.5], [0.4, -0.8, 0.0], [0.4, 0.5, 0.5], [-0.1, -0.2, -0.3], [0.1, 0.1, -0.1], [-0.2, 0.0, -0.1], [-0.1, 0.0, -0.2], [-0.2, -0.4, 0.2], [0.1, -0.1, 0.2], [0.5, 0.2, -0.2], [-0.5, 0.0, 0.1], [0.0, 0.0, -0.1], [0.0, 0.4, -0.3], [0.0, 0.0, 0.1], [0.0, 0.0, 0.0], [0.0, 0.0, 0.1], [0.2, 0.1, -0.1], [0.0, 0.1, -0.1], [0.0, -0.1, 0.0], [-0.1, 0.0, 0.1], [0.1, -0.1, 0.2], [0.1, 0.0, -0.2], [-0.5, -0.3, 0.1], [0.1, -0.1, 0.1], [0.1, -0.1, 0.4], [-0.3, 0.1, -0.4], [0.2, 0.1, -0.1], [0.1, 0.2, -0.1], [0.0, 0.0, 0.1], [0.0, 0.0, 0.1], [-0.1, 0.1, 0.1], [0.2, 0.1, 0.0], [0.1, 0.1, -0.1], [-0.1, -0.1, 0.0], [-0.1, 0.0, 0.0], [0.0, -0.1, 0.1], [0.2, 0.0, 0.1], [-0.3, -0.3, -0.3], [-0.1, 0.0, -0.1], [-0.3, 0.2, 0.4], [0.3, -0.2, -0.4], [0.2, 0.1, 0.1], [0.3, 0.1, 0.1], [-0.1, 0.0, 0.0], [0.0, 0.0, 0.0], [0.0, 0.0, -0.1], [0.0, 0.1, 0.1], [0.1, 0.0, 0.1], [0.0, -0.1, 0.0], [0.0, 0.0, -0.1], [-0.2, 0.0, 0.0], [0.1, 0.0, -0.2], [-0.4, -0.3, 0.1], [0.0, -0.1, 0.1], [0.2, -0.1, 0.4], [-0.4, 0.1, -0.3], [0.2, 0.1, -0.1], [0.2, 0.2, -0.2], [0.0, 0.0, 0.1], [0.0, 0.0, 0.1], [-0.1, 0.1, 0.0], [0.2, 0.1, 0.0], [0.1, 0.1, -0.1], [-0.1, -0.1, 0.0], [-0.1, 0.0, 0.0], [0.0, -0.1, 0.1], [0.1, -0.1, -0.2], [0.0, 0.5, 0.2], [-0.1, 0.0, 0.1], [-0.3, -0.2, 0.2], [0.4, 0.2, -0.1], [0.0, -0.2, -0.1], [0.1, -0.2, -0.2], [-0.1, 0.1, 0.1], [-0.1, 0.0, 0.0], [0.1, 0.0, 0.1], [-0.1, -0.2, -0.1], [0.1, -0.1, -0.1], [0.0, 0.1, 0.0], [0.1, 0.0, 0.1], [-0.1, 0.0, 0.1], [-0.2, 0.2, 0.0], [0.3, -0.1, 0.4], [0.0, -0.2, 0.0], [-0.3, -0.2, -0.2], [0.3, 0.3, 0.1], [-0.1, 0.0, -0.1], [-0.1, 0.3, -0.2], [0.0, -0.1, 0.0], [0.0, 0.0, 0.0], [0.1, 0.0, 0.0], [-0.1, 0.0, -0.2], [-0.1, 0.1, -0.1], [0.0, 0.0, 0.1], [0.1, 0.0, 0.0], [0.0, -0.2, 0.1], [0.2, 0.0, 0.2], [-0.2, -0.3, -0.3], [-0.2, 0.1, 0.0], [-0.3, 0.2, 0.2], [0.3, -0.2, -0.3], [0.1, 0.1, 0.1], [0.3, 0.1, 0.1], [-0.1, 0.0, 0.0], [0.0, 0.0, 0.0], [0.0, 0.0, -0.1], [0.0, 0.1, 0.1], [0.1, 0.0, 0.1], [0.0, -0.1, 0.0], [0.0, 0.0, -0.1], [-0.2, 0.0, 0.0]]
}